No. 1
Below is C7H6MnNO11P2 as an isolated structure at a distorted geometry, with properties calculated with the ωB97M-V functional and the def2-TZVPD basis.

Geometry as XYZ:
```
28
Properties=species:S:1:pos:R:3:lowdin_spin:R:1
C -1.7320 1.1156 1.0775 0.018
O 2.7445 0.5958 -2.5665 0.006
H 5.3531 -0.3909 -1.4208 0.000
O 2.5121 0.3929 -0.0815 0.063
O -1.4756 3.4511 0.5569 0.017
H 0.9223 2.5315 -1.8387 0.000
C -2.6985 -1.3152 1.9280 -0.001
P 3.2592 -0.2350 -1.2843 0.007
O 0.8514 0.1614 -4.2683 0.008
P 1.1600 0.6665 -2.9471 0.016
O 4.7436 0.2927 -1.1449 -0.002
H -3.5664 1.9681 1.7260 0.000
C -3.4757 -0.1794 2.0769 0.017
O 0.8406 2.2090 -2.7433 0.002
O 0.4799 -0.0561 -1.7417 0.149
H -3.0462 -2.2884 2.2380 0.000
O 3.1347 -1.6890 -1.4071 0.002
C -2.9918 1.0585 1.6373 -0.005
O 0.2120 2.0194 0.1893 0.041
H 0.1411 -4.0076 1.1438 0.000
C -0.9872 2.3496 0.5685 0.008
O 0.7345 -1.7689 0.8022 0.023
O -0.6314 -3.4637 1.3800 0.009
Mn 0.7342 0.1775 0.0990 3.610
C -1.4276 -1.1910 1.3664 0.012
H -4.4498 -0.2421 2.5371 0.001
N -0.9536 0.0228 0.9527 -0.016
C -0.3876 -2.1849 1.1647 0.014
```

Properties
2S+1	5
E_HOMO (alpha / beta)	-9.7 / -10.1	eV
gap between HOMO and LUMO (alpha / beta)	7.12 / 7.23	eV
net charge	0

***

No. 2
Below is C17H21Cl2NO5PtS as an isolated structure at a distorted geometry, with properties calculated with the ωB97M-V functional and the def2-TZVPD basis.

Geometry as XYZ:
```
48
Properties=species:S:1:pos:R:3:lowdin_spin:R:1
H 2.9413 2.9985 1.0519 0.000
H 1.9995 -0.4833 1.3075 0.010
C -2.3913 2.1305 -1.2601 0.049
H -0.6761 -4.9888 2.9266 0.001
C 1.8866 3.0775 1.3586 0.049
Cl 2.5017 -0.4259 -1.7711 0.137
C 0.1963 -3.8107 0.3224 0.016
H 3.4293 2.7921 -0.9541 0.000
H -2.9412 1.6595 -0.4308 0.005
C 0.3851 -6.1350 -0.0354 0.002
H -0.7429 -7.4802 3.3636 0.000
O -0.1403 -2.6516 0.8337 0.063
C 1.3404 2.5296 -1.1075 0.154
S 0.8614 -5.4117 -1.5970 0.001
H 1.7083 2.4072 2.2316 0.013
H 2.9278 1.8752 -2.3820 0.007
C -0.4147 2.5098 0.3861 0.100
H -0.9559 1.8482 -3.6230 0.000
Pt 0.6494 -1.2607 -0.6330 1.364
C -1.2081 2.6031 1.6231 0.108
C 0.0567 2.0545 -3.3212 0.022
H 1.6894 4.1049 1.6844 0.017
O -0.1444 -5.5365 -2.5355 0.000
H -2.5353 1.5045 -2.1597 0.005
O 1.0906 -0.2577 1.1257 0.197
H 0.7090 1.2507 -3.6625 0.006
H -2.0661 -0.5535 2.3787 -0.272
C 2.6586 2.7067 -1.7254 0.018
C -0.0454 -8.0097 1.4060 0.001
H -0.0576 -9.0948 1.5979 0.000
C -0.9601 2.2318 -0.9016 0.321
Cl -0.7414 -0.9700 -2.3296 0.192
H 0.3654 2.9863 -3.7962 0.007
O 2.2296 -5.7355 -1.9021 0.000
H 2.6736 3.6240 -2.3272 0.006
H -1.9356 3.4609 1.5311 0.006
O -3.1101 0.7075 2.0112 0.828
H -2.7928 3.1139 -1.4575 0.019
C 0.1331 2.2241 -1.8316 0.197
C 0.0231 -5.1758 0.9479 0.003
C 0.9809 2.6936 0.2644 0.315
C -0.4214 -7.1157 2.4022 0.000
H 0.6379 -8.1992 -0.6668 0.000
C 0.3566 -7.5346 0.1341 0.000
H -1.7650 1.5391 1.7817 0.009
C -0.3933 -5.7043 2.1940 0.002
N 0.7977 -3.8927 -0.7550 0.020
H -0.5353 2.8465 2.4774 0.004
```

Properties
2S+1	5
E_HOMO (alpha / beta)	0.3 / -1.0	eV
gap between HOMO and LUMO (alpha / beta)	4.11 / 4.87	eV
net charge	-2
ΔE to the lowest compared entry with this formula, charge and spin	5.6490	eV

***

No. 3
Below is C3H3NiO2 as an isolated structure at a distorted geometry, with properties calculated with the ωB97M-V functional and the def2-TZVPD basis.

Geometry as XYZ:
```
9
Properties=species:S:1:pos:R:3:lowdin_spin:R:1
O 0.9525 -0.5089 -0.7836 0.040
H -0.2214 0.3035 1.8600 0.009
H -0.4490 1.5762 0.5307 0.009
C -0.3526 -0.4358 -0.7444 0.134
C 1.3622 0.3087 0.3854 0.612
C 0.0757 0.6811 0.8763 0.036
Ni -2.3695 -1.3084 -1.3158 1.008
H 1.9577 -0.3539 1.0257 0.039
O -0.9556 -0.2625 -1.8344 0.112
```

Properties
2S+1	3
E_HOMO (alpha / beta)	-14.1 / -14.5	eV
gap between HOMO and LUMO (alpha / beta)	8.46 / 7.86	eV
net charge	+1
ΔE to the lowest compared entry with this formula, charge and spin	3.2723	eV

***

No. 4
Below is C20H33N7NaOP2SbSe4 as an isolated structure at a distorted geometry, with properties calculated with the ωB97M-V functional and the def2-TZVPD basis.

Geometry as XYZ:
```
69
Properties=species:S:1:pos:R:3:mulliken_charge:R:1
C 0.9758 0.0173 -3.4307 -1.405
H -1.5076 2.6506 -0.5088 0.542
C -1.2026 5.7621 2.9757 0.164
P 0.8289 0.7876 -1.7748 1.521
Na -1.4438 -0.0938 -0.6734 0.832
H -2.0353 -3.9153 0.1401 0.540
H 3.5975 1.3732 -2.7749 0.243
C 3.6662 0.9100 -1.7995 -0.660
H -0.0204 0.1159 -3.8614 0.355
H 1.7175 2.7566 -3.0068 0.492
H 0.9384 3.1900 -1.4533 0.262
C 3.8562 -0.2810 0.6826 -0.413
H 1.9390 -2.7509 0.7362 0.321
H -3.6476 -1.4622 1.7366 0.090
C -1.3217 4.1669 1.0048 -1.194
H -1.0752 -5.9009 -0.8663 0.330
C 2.5935 -0.0612 0.1417 -0.389
Se -3.5527 -2.7972 -2.0468 -0.765
H 1.2261 -1.0390 -3.3537 0.332
H 5.8084 0.9926 -1.7624 0.375
C -0.1364 -5.4891 -0.4690 -1.223
C 2.5140 0.5405 -1.1156 -0.385
N -1.3311 -3.2492 0.4416 0.172
N -0.0038 -1.8890 -0.8850 0.084
N -1.6587 1.8332 1.3582 0.405
N -3.1957 -2.3050 1.3974 -0.552
H 5.9709 -0.0751 0.4594 0.380
N 0.1840 -4.2087 -1.0442 0.293
H 2.3583 -2.0010 2.2908 0.610
P 0.9416 -0.5255 0.9165 2.326
H -1.8214 1.2043 3.3009 0.405
H -0.2173 -5.3830 0.6125 0.366
N -1.0971 -1.3087 1.6844 -0.208
C -1.3326 4.4087 2.3768 1.021
H 1.1037 1.5045 2.2252 0.223
H 0.7822 -1.9173 -1.5244 -0.030
H 2.2513 0.3159 2.8801 0.558
H 0.7297 -2.6580 2.0266 0.437
H 1.5525 -4.0314 -2.6361 0.293
C 1.2522 0.4525 2.4666 -1.728
H -3.7361 -2.7267 0.6471 0.220
C -1.4907 2.8661 0.5508 -0.453
H 0.2209 -5.1803 -2.8901 0.397
O -0.7493 5.9700 4.0867 -0.648
C 0.8905 2.5397 -2.3275 -1.311
Sb -4.5247 -0.4646 -2.1529 0.638
H -0.1025 -3.4466 -2.9691 0.411
Se -4.9772 0.2374 0.2129 -0.805
C -1.5069 3.3164 3.2224 -0.781
Se -2.6901 1.0851 -2.9371 -0.676
C 1.5645 -2.1458 1.5604 -1.857
H -1.5172 3.4684 4.2905 0.448
N -1.6431 6.7827 2.1887 -0.361
C 0.4862 -4.2132 -2.4620 -1.179
H -2.1630 6.6002 1.3485 0.200
H -1.6320 -0.5771 2.1340 -0.313
H 3.9539 -0.7447 1.6548 0.226
C -1.8681 -2.1918 1.1576 0.024
H -1.7050 7.7010 2.5968 0.227
H -1.1690 4.9637 0.2912 0.408
Se -6.5253 -0.4688 -3.5614 -0.813
C 5.0017 0.0948 0.0073 -0.771
H 0.5027 0.1471 3.1915 0.429
H 0.6773 -6.1818 -0.6985 0.445
C -0.3737 -3.0578 -0.5308 -0.815
H 1.7083 0.5274 -4.0574 0.450
C 4.9098 0.6963 -1.2374 -0.740
C -1.6696 2.0624 2.6603 -0.405
H -0.0591 2.6972 -2.8440 0.381
```

Properties
E_HOMO	-0.9	eV
gap between HOMO and LUMO	4.45	eV
net charge	-2
ΔE to the lowest compared entry with this formula, charge and spin	1.5030	eV

***

> The highest net charge belongs to which entry?

C3H3NiO2